Entry 1:
C26H52N2O15P4S | ωB97M-V/def2-TZVPD

```
100
Properties=species:S:1:pos:R:3
N -9.2541 4.9154 -1.0547
N -8.5946 3.6753 -0.7820
C -7.7309 3.5954 -2.0027
O -7.0273 4.5517 -2.4338
C -7.9083 2.1565 -2.6526
C -7.1653 1.4768 -3.8419
C -7.6568 0.0443 -4.2269
S -6.8431 -0.7898 -5.6639
C -8.8040 -0.6083 -3.4103
C -9.4948 0.1040 -2.2025
P -10.8417 -0.8016 -1.2457
O -11.0042 -0.3718 0.2213
C -9.0623 1.5420 -1.8113
C -9.5727 2.5515 -0.6911
O -10.5465 2.5296 0.0828
H -10.1435 4.9600 -0.5357
H -8.6702 5.6900 -0.7096
H -6.3331 2.0168 -4.3954
H -5.8982 0.1348 -6.1442
H -9.1289 -1.6628 -3.7439
H -10.5076 -2.2159 -1.2265
H -12.0425 -0.7023 -2.0358
C -2.4956 -1.5068 0.1664
C -2.9242 -1.5400 -1.2872
O -2.7643 -2.8362 -1.8413
P -3.8864 -4.0117 -1.5077
O -5.0868 -3.3065 -2.1480
O -3.5481 -5.0179 -2.7785
C -4.5610 -5.3857 -3.7048
C -4.5132 -4.4825 -4.9243
O -2.6331 -4.8650 -0.6999
C -2.7191 -5.0353 0.7094
C -4.1292 -5.2728 1.2118
H -3.1951 -2.0795 0.7839
H -2.4750 -0.4817 0.5436
H -1.5045 -1.9487 0.2910
H -3.9551 -1.1916 -1.3952
H -2.2882 -0.8644 -1.8655
H -5.5470 -5.3789 -3.2341
H -4.3662 -6.4171 -4.0123
H -4.5676 -3.4271 -4.6507
H -5.3390 -4.7084 -5.6047
H -3.5710 -4.6182 -5.4604
H -2.2703 -4.1714 1.2061
H -2.1006 -5.9017 0.9618
H -4.7583 -4.3889 1.0543
H -4.1223 -5.4924 2.2818
H -4.5958 -6.1071 0.6816
C 4.2272 0.2989 4.2738
C 3.8037 0.2645 2.8185
O 3.9621 -1.0330 2.2689
P 2.8345 -2.2049 2.6004
O 1.6672 -1.4835 1.9104
O 3.1892 -3.2012 1.3265
C 2.1868 -3.5678 0.3871
C 2.2412 -2.6553 -0.8234
O 4.1128 -3.0480 3.3788
C 4.0547 -3.2302 4.7880
C 2.6571 -3.4899 5.3138
H 3.5241 -0.2700 4.8904
H 4.2498 1.3248 4.6492
H 5.2161 -0.1462 4.4022
H 2.7745 0.6161 2.7057
H 4.4444 0.9372 2.2414
H 1.1959 -3.5697 0.8480
H 2.3901 -4.5958 0.0742
H 2.1781 -1.6026 -0.5411
H 1.4232 -2.8802 -1.5132
H 3.1892 -2.7804 -1.3519
H 4.5012 -2.3646 5.2834
H 4.6886 -4.0903 5.0223
H 2.0139 -2.6130 5.1748
H 2.6863 -3.7177 6.3818
H 2.1917 -4.3261 4.7855
C 5.5781 5.0931 2.3800
C 6.7011 6.0681 2.0844
O 7.9044 5.3870 1.7702
P 8.1039 4.7355 0.2567
O 8.0220 6.0525 -0.5217
O 9.7551 4.6188 0.2743
C 10.5423 5.2508 -0.7270
C 11.0325 6.6025 -0.2388
O 8.1418 3.1943 1.0140
C 7.0816 2.2813 0.7603
C 6.5685 2.3192 -0.6652
H 5.2798 4.5650 1.4687
H 4.7004 5.6154 2.7684
H 5.8946 4.3438 3.1089
H 6.4175 6.7538 1.2814
H 6.8979 6.6708 2.9751
H 9.9915 5.3349 -1.6668
H 11.4030 4.6051 -0.9233
H 10.2094 7.2352 0.0986
H 11.5722 7.1273 -1.0318
H 11.7013 6.4769 0.6159
H 6.2706 2.4634 1.4701
H 7.4683 1.2803 0.9723
H 6.0929 3.2816 -0.8880
H 5.8263 1.5338 -0.8256
H 7.3870 2.1845 -1.3770
```

Its lowest unoccupied orbital energy is -1.8 eV.

Results of the Mulliken charge analysis, in e, for atoms 1 through 6: -0.67 0.17 0.38 -0.55 0.06 -0.57

Entry 2:
C26H52O52S13 | ωB97M-V/def2-TZVPD

```
143
Properties=species:S:1:pos:R:3
C -3.4150 2.4762 3.9687
C -1.9155 2.4626 4.4549
O -1.1634 2.9425 3.4045
S -1.9875 3.9965 2.4392
O -1.6532 3.8281 1.0055
O -2.0779 5.2953 3.1233
O -3.3543 3.1300 2.7243
H -3.9696 3.0118 4.7393
H -4.0131 1.5652 3.9920
H -1.5110 1.4585 4.5822
H -1.6685 2.9808 5.3815
C 0.9408 0.0063 3.5756
C 1.1505 0.6732 4.9222
O 0.0748 0.0092 5.6753
S -0.3486 -1.5238 5.0917
O -1.7537 -1.5997 4.6459
O 0.1197 -2.6090 5.9033
O 0.5949 -1.3287 3.7237
H 1.7978 -0.1069 2.9115
H 0.1541 0.5182 3.0213
H 1.1213 1.7625 4.8987
H 2.1056 0.4537 5.3994
C -6.1249 -3.4698 -3.0982
C -6.3957 -4.4978 -2.0180
O -5.1077 -4.7301 -1.4861
S -4.0298 -3.4192 -1.6869
O -2.8396 -3.8251 -2.4252
O -3.7741 -2.7206 -0.3981
O -5.0549 -2.6501 -2.7075
H -6.9801 -2.8690 -3.4078
H -5.7289 -3.9425 -3.9969
H -6.6608 -5.4832 -2.4010
H -7.0257 -4.0632 -1.2419
C 5.0547 -1.8365 2.4851
C 4.3707 -2.1668 1.2428
O 5.2073 -1.7500 0.1396
S 6.7397 -1.4160 0.4948
O 7.2422 -0.2442 -0.2467
O 7.6427 -2.6004 0.4613
O 6.2572 -1.2004 2.0732
H 5.2543 -2.6232 3.2127
H 4.5941 -0.9937 3.0006
H 3.3224 -1.8882 1.1349
H 4.4279 -3.2200 0.9678
C -0.2912 -2.9449 -5.6239
C 0.1219 -2.6253 -4.1685
O 1.3374 -1.8612 -4.3314
S 2.1747 -2.3713 -5.6065
O 3.3713 -3.2133 -5.2672
O 2.2913 -1.2327 -6.5510
O 0.9284 -3.3246 -6.1714
H -0.7088 -2.1266 -6.2105
H -1.0332 -3.7422 -5.6686
H 0.3897 -3.5223 -3.6101
H -0.6638 -2.0821 -3.6434
C 4.1541 0.4729 -1.5898
C 3.9264 -0.6730 -2.6881
O 3.9065 0.1415 -3.9211
S 3.1018 1.5847 -3.7691
O 1.6317 1.3440 -3.6470
O 3.6581 2.3852 -4.7903
O 3.9159 1.7350 -2.2070
H 5.1999 0.4045 -1.2904
H 3.4696 0.4014 -0.7445
H 2.9373 -1.1114 -2.5553
H 4.7557 -1.3723 -2.5816
C -0.7102 -4.0921 2.1763
C 0.4208 -4.5883 3.0327
O 0.2260 -6.0676 3.0633
S -1.3486 -6.3969 3.2258
O -1.8603 -6.2514 4.5852
O -1.6509 -7.5857 2.5073
O -1.7267 -5.0104 2.4246
H -0.3652 -4.2344 1.1521
H -0.9846 -3.0634 2.4097
H 0.2609 -4.4451 4.1013
H 1.3983 -4.3753 2.6001
C -5.7528 0.8178 0.2732
C -6.1058 1.1872 -1.1003
O -7.5008 0.9387 -1.1581
S -7.8662 -0.5193 -0.4510
O -7.7437 -1.4855 -1.5491
O -9.1436 -0.4091 0.1893
O -6.4929 -0.3779 0.5415
H -5.8696 1.4061 1.1834
H -4.7098 0.5974 0.5007
H -5.6312 0.5129 -1.8131
H -5.8287 2.2232 -1.2957
C -4.5984 5.6071 0.1414
C -4.5141 6.7074 -0.9296
O -3.3341 6.2084 -1.5294
S -3.4637 4.6712 -1.9183
O -2.1363 4.0788 -2.0209
O -4.4107 4.5186 -3.0460
O -4.2775 4.3594 -0.4622
H -5.5540 5.4530 0.6426
H -3.8625 5.7824 0.9261
H -4.5416 7.7037 -0.4883
H -5.3635 6.6596 -1.6109
C 3.4374 4.2443 3.2044
C 4.4798 4.4450 2.0647
O 4.3912 3.2550 1.2561
S 3.1679 2.2328 1.6510
O 3.7487 0.9153 1.5571
O 1.8815 2.5056 0.9376
O 3.1543 2.7807 3.1380
H 2.5247 4.8321 3.1063
H 3.8971 4.4518 4.1707
H 5.5130 4.5139 2.4048
H 4.2448 5.2598 1.3799
C -1.2534 1.0416 0.2402
C -0.2639 0.9861 -1.0410
O -0.3823 -0.3491 -1.4878
S -0.4435 -1.4344 -0.1938
O 0.7931 -1.4242 0.5869
O -0.9462 -2.7490 -0.4861
O -1.5038 -0.4102 0.5906
H -2.1770 1.5401 -0.0541
H -0.7008 1.3604 1.1240
H 0.7640 1.2705 -0.8161
H -0.6278 1.5170 -1.9207
C 5.4788 -5.1412 -1.0891
C 4.7009 -6.3934 -0.7761
O 3.3750 -6.1045 -0.6863
S 2.9473 -4.5900 -1.2564
O 2.1717 -3.9545 -0.2192
O 2.3260 -4.6659 -2.5735
O 4.5462 -4.1117 -1.3244
H 6.3008 -5.3202 -1.7822
H 6.0128 -4.6679 -0.2651
H 4.9870 -6.7818 0.2013
H 4.9077 -7.2933 -1.3554
C 1.1191 4.6225 -1.7763
C 0.4100 5.8476 -2.5173
O 1.3913 6.8758 -2.3897
S 2.5912 6.7400 -1.1950
O 2.2722 7.4632 -0.0128
O 3.9394 6.8891 -1.7851
O 2.1199 5.2120 -0.8919
H 1.6524 3.9907 -2.4866
H 0.3996 4.0714 -1.1707
H -0.4365 6.1762 -1.9143
H -0.0634 5.7620 -3.4954
```

Its lowest unoccupied orbital energy is -0.4 eV.

Results of the Mulliken charge analysis, in e, for atoms 1 through 6: -0.38 0.17 -0.34 0.82 -0.08 -0.58

Energy above the lowest of the compared OMol25 structures with the same formula, charge and spin values, unit kcal/mol, following the record order: 107.7, 223.0.
Largest force on an atom values, unit eV/Å, following the record order: 9.7, 5.6.
E values, unit eV, following the record order: -109480.1491, -275112.4034.